ORCA calculation (ωB97M-V/def2-TZVPD) on C28H40AgN7O3SSi2 as an isolated structure.

As for the spin multiplicity: 1. As for the total charge: -2. For the HOMO-LUMO gap, the calculation gives 3.81 eV. The value obtained for the energy above the lowest of the compared OMol25 structures with the same formula, charge and spin is 28.01 kJ/mol.

Structure (XYZ):
```
82
Properties=species:S:1:pos:R:3:forces:R:3:lowdin_charge:R:1
Ag 0.354 -0.006 0.153 0.50 1.20 -0.02 0.73
C -0.743 2.192 3.862 -0.15 0.07 0.00 -0.20
Si 0.850 1.455 3.135 -0.03 -0.07 0.09 0.30
C 0.761 -0.394 3.497 0.10 -0.09 -0.05 -0.20
C 2.274 2.120 4.196 0.14 0.03 0.04 -0.19
N 1.025 1.681 1.482 0.02 0.03 -0.09 -0.16
C 1.123 2.862 0.796 0.07 -0.02 0.02 -0.35
C 1.157 4.120 1.428 -0.01 -0.10 -0.04 -0.09
C 1.260 5.333 0.738 0.01 -0.12 0.00 -0.18
C 1.325 5.315 -0.641 -0.01 -0.12 -0.01 -0.18
C 1.292 4.083 -1.310 -0.01 -0.06 0.08 -0.09
C 1.208 2.842 -0.658 0.01 -0.03 -0.04 -0.34
N 1.224 1.633 -1.319 -0.01 0.13 0.17 -0.14
Si 1.102 1.188 -2.918 -0.07 -0.08 -0.07 0.31
C -0.629 0.671 -3.467 -0.19 -0.03 0.01 -0.18
C 2.194 -0.345 -3.209 0.02 -0.23 -0.05 -0.19
C 1.612 2.407 -4.294 0.14 0.16 0.01 -0.22
H -0.979 1.762 4.845 0.02 0.04 -0.06 0.01
H -1.571 1.973 3.177 0.05 0.01 0.09 0.02
H -0.678 3.280 3.970 -0.02 -0.08 -0.02 0.00
H 0.488 -0.602 4.539 0.05 0.05 -0.06 0.01
H 1.735 -0.851 3.282 -0.14 0.01 0.02 0.00
H 0.020 -0.866 2.842 0.00 -0.02 0.03 -0.01
H 2.377 1.552 5.129 -0.02 0.06 -0.06 0.01
H 2.145 3.178 4.452 0.03 -0.06 -0.03 0.00
H 3.207 2.013 3.630 -0.07 0.00 0.11 0.02
H 1.095 4.136 2.514 0.02 0.03 -0.06 0.06
H 1.291 6.272 1.284 -0.02 -0.01 0.03 0.07
H 1.400 6.238 -1.207 -0.01 0.00 -0.03 0.06
H 1.338 4.081 -2.392 0.04 0.02 0.02 0.05
H -0.967 -0.227 -2.936 0.04 0.08 -0.06 -0.01
H -0.658 0.455 -4.543 -0.01 0.00 0.06 0.02
H -1.350 1.471 -3.258 0.05 -0.06 -0.03 0.02
H 1.590 -1.260 -3.117 0.07 0.10 0.01 0.02
H 2.979 -0.361 -2.447 -0.03 0.06 -0.08 -0.01
H 2.665 -0.355 -4.202 -0.07 0.01 0.09 0.01
H 0.942 3.272 -4.312 0.05 -0.06 -0.05 0.01
H 1.553 1.914 -5.272 0.02 -0.01 0.06 0.01
H 2.635 2.780 -4.155 -0.10 -0.02 -0.02 0.02
C -6.115 -4.996 2.201 0.07 -0.01 -0.02 -0.07
C -4.902 -4.395 1.535 -0.08 -0.03 0.07 -0.29
C -3.893 -3.799 2.283 0.12 0.04 0.09 -0.04
C -2.788 -3.225 1.671 0.02 -0.08 0.11 -0.04
C -2.677 -3.254 0.288 -0.21 0.18 -0.07 -0.27
C -3.674 -3.846 -0.474 0.06 -0.13 0.04 -0.07
C -4.776 -4.417 0.152 0.07 -0.01 -0.15 -0.05
S -1.391 -2.291 -0.487 -0.29 -0.44 -0.08 0.51
O -0.169 -2.637 0.222 -0.07 -0.20 0.07 -0.38
O -1.424 -2.630 -1.894 -0.12 -0.04 -0.11 -0.33
N -1.743 -0.826 -0.112 -0.02 0.26 -0.04 -0.19
C -2.681 -0.004 -0.714 0.01 -0.26 -0.01 -0.40
C -3.700 -0.465 -1.568 -0.01 -0.09 -0.06 -0.03
C -4.593 0.444 -2.097 0.02 -0.08 -0.01 -0.10
C -4.472 1.790 -1.784 0.08 0.08 0.07 -0.11
C -3.433 2.151 -0.936 0.03 -0.08 0.00 -0.16
N -2.569 1.292 -0.409 -0.05 0.00 0.05 0.13
H -6.080 -4.851 3.281 0.00 0.00 -0.01 0.07
H -6.180 -6.070 2.008 0.00 0.02 0.00 0.07
H -7.033 -4.539 1.828 -0.01 0.00 0.01 0.07
H -3.981 -3.769 3.365 0.02 0.01 -0.04 0.11
H -2.009 -2.743 2.252 -0.06 0.00 0.00 0.11
H -3.562 -3.855 -1.551 -0.05 0.00 0.01 0.10
H -5.559 -4.876 -0.444 0.03 0.02 -0.02 0.11
H -3.750 -1.513 -1.827 -0.03 0.08 -0.02 0.08
H -5.375 0.103 -2.766 -0.01 -0.02 -0.01 0.09
H -5.146 2.536 -2.186 0.02 -0.01 0.00 0.08
H -3.272 3.192 -0.667 -0.01 -0.02 0.00 0.10
C 5.179 -1.870 -1.798 -0.01 0.08 0.01 -0.06
N 4.685 -1.119 -0.673 -0.04 0.04 0.10 -0.11
C 5.562 -0.306 0.139 -0.07 0.07 -0.06 -0.06
C 4.905 -0.412 1.523 -0.07 -0.12 -0.01 -0.48
O 5.395 0.053 2.529 -0.02 0.04 0.04 0.03
N 3.728 -1.119 1.401 0.21 0.02 0.08 0.19
C 3.671 -1.529 0.156 -0.02 -0.18 -0.08 -0.43
N 2.715 -2.358 -0.308 0.00 0.07 -0.18 0.19
H 5.441 -1.204 -2.621 -0.02 0.02 -0.02 0.08
H 4.420 -2.560 -2.155 0.00 0.02 -0.04 0.08
H 6.068 -2.454 -1.525 0.02 -0.02 0.03 0.08
H 5.556 0.741 -0.173 0.05 0.00 -0.05 0.13
H 6.589 -0.677 0.148 0.02 -0.05 0.04 0.12
H 1.838 -2.357 0.197 -0.09 -0.11 0.27 0.05
H 2.551 -2.347 -1.304 0.03 0.13 0.01 0.07
```
Forces are in eV/Å.

ORCA calculation (ωB97M-V/def2-TZVPD) on a 2-piece molecular cluster, C2H7NO3 overall.

The SMILES is NCC(=O)O.O. As for the spin multiplicity: 1. For the HOMO-LUMO gap, the calculation gives 10.61 eV. The value obtained for the energy above the lowest of the compared OMol25 structures with the same formula, charge and spin is 49.14 kJ/mol.

Structure (XYZ):
```
13
Properties=species:S:1:pos:R:3:forces:R:3:lowdin_charge:R:1
O 0.994 -0.021 -0.303 -0.34 -0.20 0.18 0.09
C 0.158 0.844 -0.241 0.63 0.66 -0.23 -0.50
O 0.445 2.107 0.118 -0.62 0.57 0.09 0.11
C -1.302 0.757 -0.656 0.55 -0.42 0.05 -0.19
N -1.912 -0.536 -0.414 0.14 0.31 -0.29 0.02
H 1.364 2.303 0.331 0.25 -0.63 -0.10 0.13
H -1.816 1.586 -0.186 -0.34 -0.10 0.14 0.12
H -1.291 0.962 -1.724 -0.07 0.06 -0.23 0.13
H -1.304 -1.257 -0.796 -0.16 0.03 0.10 0.07
H -1.962 -0.681 0.580 -0.09 -0.27 0.32 0.07
H 1.481 -3.201 0.698 -0.09 0.22 -0.31 0.03
H 1.124 -1.663 0.799 0.24 -0.45 -0.29 -0.02
O 1.403 -2.452 1.289 -0.10 0.20 0.58 -0.07
```
Forces are in eV/Å.

ORCA calculation (ωB97M-V/def2-TZVPD) on a 2-piece molecular cluster, C10H22 overall.

The SMILES is C1CCCC1.CCCCC. As for the spin multiplicity: 1. For the HOMO-LUMO gap, the calculation gives 11.19 eV. The value obtained for the energy above the lowest of the compared OMol25 structures with the same formula, charge and spin is 301.11 kJ/mol.

Structure (XYZ):
```
32
Properties=species:S:1:pos:R:3:forces:R:3:lowdin_charge:R:1
C -2.385 -2.264 -0.178 -0.16 -0.28 0.33 -0.11
C -2.472 -0.874 0.455 -0.49 -0.26 0.28 -0.27
C -1.690 0.169 -0.317 -0.34 0.39 -0.67 -0.27
C -1.747 1.572 0.276 -1.08 0.16 0.11 -0.30
C -1.003 2.617 -0.550 -0.04 0.13 -0.26 -0.11
C 1.068 -1.091 0.010 2.30 2.40 -2.01 -0.22
C 2.582 -1.392 -0.292 -0.36 -1.35 -1.25 -0.20
C 3.385 -0.041 -0.262 1.66 -1.10 0.56 -0.16
C 2.381 0.990 0.467 1.75 -4.69 -0.74 -0.18
C 1.145 0.186 0.856 -2.56 3.29 1.56 -0.20
H -2.838 -2.285 -1.174 0.06 0.08 0.04 0.07
H -1.340 -2.567 -0.276 -0.11 -0.09 -0.06 0.05
H -2.904 -3.028 0.433 0.26 0.39 -0.27 0.08
H -2.118 -0.923 1.495 0.05 0.02 -0.15 0.11
H -3.538 -0.590 0.522 0.32 0.05 -0.02 0.11
H -0.645 -0.139 -0.406 -1.28 0.38 -0.11 0.03
H -2.113 0.229 -1.342 0.22 -0.08 0.30 0.13
H -1.380 1.573 1.309 0.00 -0.06 -0.09 0.10
H -2.817 1.875 0.357 0.53 -0.08 -0.07 0.12
H -1.425 2.686 -1.572 0.17 0.06 0.51 0.08
H -1.065 3.595 -0.055 0.01 -0.13 -0.28 0.08
H 0.067 2.375 -0.660 -0.35 0.14 -0.08 0.05
H 0.568 -0.930 -0.939 0.07 0.03 -0.16 0.10
H 0.602 -1.892 0.472 -0.86 -1.42 1.02 0.07
H 2.779 -2.056 -1.263 -0.60 1.68 1.82 0.14
H 2.669 -2.116 0.495 1.69 -0.14 0.77 0.08
H 3.507 0.213 -1.348 -0.03 0.23 1.02 0.09
H 4.536 -0.139 0.141 -3.02 0.18 -0.65 0.14
H 2.080 1.452 -0.379 -0.90 2.52 -2.27 0.04
H 2.794 1.627 1.167 0.81 1.21 1.45 0.08
H 0.385 1.165 0.569 1.47 -3.82 1.24 0.11
H 0.935 0.005 1.986 0.79 0.21 -1.89 0.14
```
Forces are in eV/Å.

ORCA calculation (ωB97M-V/def2-TZVPD) on C45H38AsBNO5PRu as an isolated structure.

As for the spin multiplicity: 6. As for the total charge: -1. For the HOMO-LUMO gap (spin up / spin down), the calculation gives 4.55 / 6.88 eV. The value obtained for the energy above the lowest of the compared OMol25 structures with the same formula, charge and spin is 225.15 kJ/mol.

Structure (XYZ):
```
93
Properties=species:S:1:pos:R:3:forces:R:3:lowdin_spin:R:1
Ru -0.551 -0.310 1.236 0.68 1.74 -0.89 2.51
C -1.433 -3.109 6.420 -1.33 0.04 0.13 0.03
C -0.508 -3.457 5.451 0.76 0.73 -0.05 0.00
C 0.000 -2.480 4.613 -1.35 -0.16 0.40 0.03
C -0.474 -1.169 4.733 1.27 0.70 -0.96 0.03
C -1.358 -0.782 5.693 -1.39 -0.77 1.62 0.03
C -1.939 -1.805 6.519 1.78 1.07 -0.98 0.00
P -0.001 -0.017 3.403 0.17 0.59 1.45 0.15
C -0.312 1.627 4.043 -1.27 -0.05 -0.31 0.04
C 0.489 2.181 5.024 -0.83 1.23 -0.11 0.01
C 0.001 3.323 5.676 0.18 -0.07 0.36 0.00
C -1.158 3.945 5.230 -0.78 -0.08 0.21 0.00
C -1.935 3.399 4.174 0.49 0.66 0.40 0.00
C -1.532 2.216 3.579 0.91 -0.05 1.12 0.02
C 1.752 -0.093 3.263 0.25 -1.21 0.45 0.03
C 2.544 -0.429 4.421 0.13 0.25 -1.32 0.11
C 3.867 -0.698 4.185 1.51 0.18 -0.90 0.01
C 4.391 -0.656 2.862 -2.45 -0.26 0.93 0.14
C 3.554 -0.552 1.727 0.03 0.73 2.26 0.02
C 4.021 -0.687 0.447 1.45 -0.23 -1.35 0.23
C 3.183 -0.673 -0.644 -0.74 -0.55 -1.38 0.04
C 1.833 -0.451 -0.434 1.66 -0.65 -2.95 0.26
C 1.401 0.078 0.775 -0.27 1.93 1.06 0.13
C 2.199 -0.184 1.920 1.49 -0.12 2.73 0.06
H -1.874 -3.934 6.976 0.02 0.32 0.30 0.00
H -0.129 -4.465 5.386 -0.12 -0.24 -0.05 0.00
H 0.556 -2.735 3.747 0.88 -0.20 -0.32 0.00
H -1.603 0.296 5.799 -0.14 -0.99 0.00 0.00
H -2.653 -1.466 7.239 -0.43 -0.34 0.45 0.00
H 1.486 1.826 5.235 -0.14 -0.46 0.21 0.00
H 0.485 3.650 6.611 -0.07 0.18 -0.74 0.00
H -1.533 4.822 5.789 0.23 -0.49 -0.49 0.00
H -2.831 3.935 3.856 0.20 -0.27 0.06 0.00
H -2.130 1.696 2.820 0.30 0.31 0.28 0.01
H 2.178 -0.504 5.445 -0.36 0.14 -0.45 0.01
H 4.576 -0.930 4.990 -0.39 0.16 -0.17 0.00
H 5.408 -0.749 2.691 1.90 -0.43 -0.16 0.01
H 5.058 -0.913 0.286 0.47 0.01 0.04 0.01
H 3.618 -0.847 -1.655 -0.62 -0.07 0.85 0.00
H 1.123 -0.468 -1.252 0.18 0.05 -0.15 0.02
O 0.741 2.597 1.379 -0.57 2.26 0.21 0.07
B 0.971 1.546 0.525 -0.63 -0.53 -1.22 0.14
O 0.809 1.977 -0.821 0.26 2.16 -0.39 0.05
C 0.493 3.362 -0.759 -0.79 -2.39 -0.77 0.00
C 0.085 4.178 -1.831 -1.51 0.20 1.95 0.00
C -0.565 5.344 -1.370 0.88 0.84 0.47 0.00
C -0.539 5.780 -0.027 -0.79 0.91 -0.04 0.00
C -0.092 4.949 0.988 -0.06 -0.80 0.61 0.00
C 0.316 3.685 0.579 1.56 -0.41 0.69 0.00
H -0.092 3.857 -2.851 0.58 -0.19 0.11 0.00
H -1.070 6.031 -2.030 0.12 -0.09 -0.53 0.00
H -0.968 6.794 0.267 0.55 -1.50 -0.64 0.00
H -0.165 5.193 2.060 0.10 -0.06 -0.67 0.00
C -0.383 -2.114 1.563 0.38 -6.52 -0.20 0.08
C -0.491 -3.356 1.389 -0.02 2.14 -0.31 0.29
C -0.764 -4.687 0.932 0.48 -0.17 0.46 0.03
C -1.020 -4.944 -0.425 -0.69 -2.44 0.56 0.04
C -1.371 -6.290 -0.830 0.53 1.74 1.14 -0.01
C -1.294 -7.335 0.094 -0.52 -0.51 0.17 0.03
C -1.067 -7.049 1.449 0.80 0.78 0.69 -0.01
C -0.765 -5.731 1.879 -0.58 -1.23 -1.13 0.04
H -0.955 -4.119 -1.096 -0.26 0.31 -0.54 0.00
H -1.808 -6.462 -1.800 0.47 -0.06 -0.39 0.00
H -1.458 -8.406 -0.216 -0.03 1.35 0.30 0.00
H -1.079 -7.838 2.220 0.06 0.31 -0.63 0.00
H -0.524 -5.502 2.913 -0.20 -0.11 -0.12 0.00
C -1.545 -0.362 -7.468 2.00 1.77 1.07 0.00
As -0.514 -0.987 -5.876 -0.41 -0.04 0.49 0.00
C -2.087 -1.277 -4.641 2.07 -1.50 -0.13 0.00
C 0.105 0.801 -5.120 0.19 -1.28 0.35 0.00
C 0.580 1.625 -6.251 -0.90 0.44 -0.64 0.00
C -0.295 2.675 -6.701 0.33 -0.93 1.11 0.00
C 0.039 3.332 -7.844 2.32 -0.44 -0.72 0.00
C 1.225 2.980 -8.540 -0.66 0.73 -0.85 0.00
C 2.017 1.920 -8.182 0.08 -0.39 -0.28 0.00
C 1.692 1.244 -7.036 -0.53 -0.66 0.96 0.00
H -2.318 0.312 -7.123 -0.43 -0.01 -0.17 0.00
H -1.885 -1.225 -7.966 -0.55 -0.84 -0.77 0.00
H -0.801 0.243 -8.056 -0.87 -0.78 0.20 0.00
H -2.685 -0.417 -4.583 -0.92 1.15 0.06 0.00
H -1.673 -1.528 -3.636 -0.48 0.14 -0.70 0.00
H -2.623 -2.135 -5.067 -0.03 0.27 0.32 0.00
H 0.897 0.583 -4.365 -0.72 0.14 -0.48 0.00
H -0.806 1.169 -4.652 0.29 0.42 0.19 0.00
H -1.237 2.946 -6.154 1.15 -0.47 -0.39 0.00
H -0.487 4.160 -8.217 -0.93 0.87 -0.36 0.00
H 1.482 3.511 -9.449 -0.16 0.17 0.00 0.00
H 2.819 1.471 -8.793 -0.37 0.85 0.17 0.00
H 2.281 0.328 -6.878 -0.49 0.42 0.70 0.00
O -3.866 -0.105 -0.446 0.18 -0.58 0.53 0.06
N -2.774 -0.349 0.019 0.57 0.85 -1.57 0.04
O -2.522 -0.276 1.292 -3.21 0.26 -1.03 0.10
O -1.736 -0.532 -0.725 -1.90 0.15 0.63 0.07
```
Forces are in eV/Å.